P) C4H4Cl2 | wB97M-V/def2-TZVPD

LUMO level in Ha: 0.0240
HOMO energy in eV: -10.089

```
10
Properties=species:S:1:pos:R:3:lowdin_charge:R:1
C -1.30169 0.32104 0.39563 -1.265
C -0.20703 -0.45979 -0.24419 -0.334
C 1.19079 0.17009 -0.01328 -0.179
C 2.46349 0.03934 0.06474 0.029
H -1.35923 0.23611 1.52146 0.089
H -0.43592 -0.21448 -1.32516 0.117
H -0.12113 -1.47031 -0.04225 0.084
H 3.81634 -0.12910 -0.17966 0.165
Cl -2.80876 -0.41389 -0.07316 0.606
Cl -1.23686 1.92099 -0.10411 0.688
```

Q) C4H4Cl2 | wB97M-V/def2-TZVPD

LUMO level in Ha: -0.0349
HOMO energy in eV: -8.504

```
10
Properties=species:S:1:pos:R:3:lowdin_charge:R:1
C 0.81864 0.04494 0.14537 -0.724
C 2.60495 1.39976 0.49980 -0.433
C -0.36701 0.50966 -0.11110 -0.274
C -1.64255 -0.35449 -0.21237 -0.117
Cl 1.23497 -1.58063 0.22173 0.617
Cl 3.77517 0.46025 -0.01311 0.636
H -0.71271 1.58542 -0.18326 0.119
H -1.42737 -1.49958 -0.43041 0.092
H -2.49497 -0.03734 -0.72326 0.041
H -1.78913 -0.52799 0.80659 0.043
```

R) C4H4Cl2 | wB97M-V/def2-TZVPD

LUMO level in Ha: 0.0122
SMILES: C=CC=C(Cl)Cl
HOMO energy in eV: -8.930

```
10
Properties=species:S:1:pos:R:3:lowdin_charge:R:1
C 1.57269 0.29727 -0.07323 -1.117
C 0.66649 -0.69208 -0.09994 -0.224
C -0.79351 -0.58420 -0.04271 -0.191
C -1.60190 0.48553 0.12095 -0.014
H 1.12452 -1.67465 -0.08200 0.094
H -1.31473 -1.54902 -0.17686 0.098
H -2.69345 0.22667 0.06014 0.067
H -1.38366 1.54652 0.29073 0.022
Cl 3.23847 -0.06847 0.05535 0.635
Cl 1.18509 2.01244 -0.05245 0.629
```

Which of them is the most stable? Correct choice: R).

P) C3H7PS | wB97M-V/def2-TZVPD

LUMO level (alpha / beta) in Ha: -0.0227 / -0.0287
HOMO energy (alpha / beta) in eV: -7.728 / -9.439

```
12
Properties=species:S:1:pos:R:3:lowdin_charge:R:1
C 0.15652 0.16736 0.32721 -1.163
C -0.67708 -0.54014 -0.73817 -0.229
C 0.62127 1.54876 0.09016 -0.148
P 1.10486 -1.11939 1.19591 0.642
S -0.66151 -0.26084 1.90213 0.486
H -1.61532 -0.00633 -0.86395 0.077
H -0.82746 -1.58244 -0.52738 -0.036
H -0.17057 -0.49570 -1.69981 0.076
H 1.32190 1.92918 0.82369 0.073
H -0.06907 2.39001 0.22724 0.093
H 1.12956 1.52586 -0.79338 0.047
H -0.31312 -3.55634 0.05635 0.083
```

Q) C3H7PS | wB97M-V/def2-TZVPD

LUMO level in Ha: 0.0065
SMILES: C#C.C=P.S
HOMO energy in eV: -9.750

```
12
Properties=species:S:1:pos:R:3:lowdin_charge:R:1
C -0.54171 1.38064 0.55739 -0.035
C 3.56941 -0.13044 0.15978 -0.470
C -0.02851 1.21844 -0.48458 -0.064
P 2.42112 -1.29816 -0.08681 0.736
S -5.25218 -0.95587 -0.06177 0.430
H -1.13102 1.69695 1.40970 0.031
H -5.64170 -1.17717 -1.27571 -0.284
H 4.51833 -0.15160 -0.33636 -0.034
H 3.66091 0.58483 0.90169 -0.039
H 0.65020 0.94387 -1.33288 0.035
H 1.70468 -0.73813 0.99607 -0.156
H -3.92954 -1.37337 -0.44651 -0.149
```

R) C3H7PS | wB97M-V/def2-TZVPD

LUMO level in Ha: -0.0125
SMILES: PC=C=S.C
HOMO energy in eV: -8.445

```
12
Properties=species:S:1:pos:R:3:lowdin_charge:R:1
C -1.65369 -1.04050 -1.03313 -0.821
C 1.16487 1.48034 -0.01080 -0.089
C -1.36363 -1.10469 0.22939 -0.461
P 0.31534 -1.70664 0.77686 0.819
S -1.98763 -1.25105 -2.52083 0.766
H 1.09835 1.83055 1.02429 0.016
H 0.75938 2.19350 -0.73738 0.008
H 2.31372 1.31775 -0.28714 0.069
H 0.56171 0.59453 -0.27458 -0.073
H -1.85784 -0.74379 1.01946 0.008
H 0.33865 -2.46385 -0.35675 -0.122
H 0.07876 -2.94544 1.41325 -0.120
```

Which of them is the most stable? Correct choice: R).

P) C4H6NO | wB97M-V/def2-TZVPD

LUMO level (alpha / beta) in Ha: -0.2022 / -0.2021
SMILES: C=[N+]1C=COC1
Charge: +1
HOMO energy (alpha / beta) in eV: -13.367 / -13.366

```
12
Properties=species:S:1:pos:R:3:lowdin_charge:R:1
C 0.20648 1.18574 -0.10252 0.047
C 1.69734 0.68883 0.05422 0.037
C -1.81164 -0.05061 0.20043 0.184
C 0.39503 -1.10166 -0.03271 -0.018
N -0.51117 0.03456 -0.00949 -0.169
O 1.73750 -0.56207 0.16543 0.052
H -0.17273 2.19230 -0.08484 0.127
H 2.60481 1.16948 0.21619 0.132
H -2.14565 -1.01127 0.18471 0.076
H -2.43276 0.81167 -0.02652 0.129
H -0.04861 -1.90553 0.62061 0.182
H 0.48140 -1.45144 -1.18553 0.221
```

Q) C4H6NO | wB97M-V/def2-TZVPD

LUMO level (alpha / beta) in Ha: -0.2130 / -0.2130
Charge: +1
HOMO energy (alpha / beta) in eV: -14.440 / -14.441

```
12
Properties=species:S:1:pos:R:3:lowdin_charge:R:1
C -0.77437 0.47469 0.40645 0.024
C 0.14041 -0.66060 0.06729 -0.230
C -1.59210 -0.09090 -0.78097 -0.024
C 1.51764 -0.82497 0.01858 0.028
N -2.17264 -0.26974 0.58269 0.145
O -0.66774 -1.22373 -0.82940 0.079
H -0.96214 1.37254 0.98059 0.156
H 1.89025 -1.57577 -0.69027 0.126
H 1.97128 -1.21335 1.01956 0.168
H 1.98156 0.16816 -0.13278 0.138
H -2.25696 -1.25539 1.01645 0.223
H -2.90410 0.38966 0.82040 0.166
```

Which of them is the most stable? Correct choice: P).

P) C3H3ClN2S | wB97M-V/def2-TZVPD

LUMO level (alpha / beta) in Ha: -0.0309 / -0.0309
SMILES: CS/N=C(\Cl)C#N
HOMO energy (alpha / beta) in eV: -8.944 / -8.944

```
10
Properties=species:S:1:pos:R:3:lowdin_charge:R:1
C 2.35098 0.70256 1.25837 -0.290
C 1.64551 -0.36194 0.76248 -0.763
C -1.91362 0.13379 -1.11515 -0.359
N 2.82986 1.64520 1.70373 0.182
N 0.40177 -0.05193 0.18608 -0.378
S -0.81180 -1.05861 -0.19492 0.831
Cl 2.20801 -2.01801 0.93640 0.637
H -1.69355 1.18039 -0.68769 0.069
H -2.93714 -0.02391 -0.66208 0.028
H -2.08003 -0.14754 -2.18723 0.043
```

Q) C3H3ClN2S | wB97M-V/def2-TZVPD

LUMO level in Ha: -0.0030
SMILES: [H]/N=C(/CC#N)SCl
HOMO energy in eV: -9.396

```
10
Properties=species:S:1:pos:R:3:lowdin_charge:R:1
C 0.61492 -0.06146 -1.88307 -0.234
C 0.03035 0.04966 0.42803 -0.550
C -0.07647 -0.76587 -0.82829 -0.195
N 1.23712 0.45110 -2.70838 0.164
N 0.97634 0.60791 0.89346 0.141
S -1.89677 0.26004 1.33021 0.278
Cl -1.15235 1.11370 2.98449 0.067
H -1.09416 -1.16781 -1.09130 0.128
H 0.30384 -1.80908 -0.73793 0.142
H 1.05719 1.32180 1.61278 0.058
```

R) C3H3ClN2S | wB97M-V/def2-TZVPD

LUMO level in Ha: 0.0224
SMILES: N#[N+][S-].C#CCCl
HOMO energy in eV: -9.723

```
10
Properties=species:S:1:pos:R:3:lowdin_charge:R:1
C -1.15453 1.51887 0.20784 0.090
C -1.41499 0.36193 0.00425 -0.277
C -1.55911 -1.03990 -0.04850 -0.530
N 3.63555 -0.65069 0.57320 0.171
N 3.17935 0.20415 0.00465 -0.757
S 2.51853 1.48641 -0.60623 0.596
Cl 0.15919 -1.63477 -0.38135 0.507
H -1.11400 2.62824 0.19181 0.059
H -2.32479 -1.38250 -0.75022 0.092
H -1.92519 -1.49172 0.80457 0.049
```

Which of them is the most stable? Correct choice: Q).

P) C4H14NO2 | wB97M-V/def2-TZVPD

LUMO level in Ha: -0.1069
Charge: +1
HOMO energy in eV: -14.738

```
21
Properties=species:S:1:pos:R:3:lowdin_charge:R:1
O -0.23364 -2.07481 1.58597 -0.058
C 0.83860 -1.15071 1.59264 -0.207
C 0.89426 -0.71925 0.10315 -0.109
N -0.48174 -0.26707 -0.28646 0.007
C -0.98443 1.17337 -0.38699 -0.146
C -0.64556 2.01237 0.81218 -0.070
H -0.04815 -2.77905 2.21600 0.113
H 1.80149 -1.54632 1.92057 0.136
H 0.55168 -0.22086 2.12610 0.118
H 1.02127 -1.63628 -0.54489 0.147
H 1.61945 0.09403 -0.13032 0.149
H -0.51309 -0.68250 -1.26927 0.141
H -1.21076 -0.82945 0.14435 0.158
H -2.05982 1.14210 -0.46808 0.133
H -0.48727 1.46818 -1.31017 0.113
H -0.86686 3.06768 0.65112 0.095
H 0.41351 2.00407 1.09385 0.085
H -1.28775 1.73241 1.64255 0.091
H 0.12703 0.37317 -3.03546 0.056
H 1.12391 -0.62580 -3.55945 0.082
O 0.42790 -0.53527 -2.89741 -0.033
```

Q) C4H14NO2 | wB97M-V/def2-TZVPD

LUMO level in Ha: -0.1069
Charge: +1
HOMO energy in eV: -14.831

```
21
Properties=species:S:1:pos:R:3:lowdin_charge:R:1
C -0.87998 -0.85974 1.29796 -0.030
C 0.10656 -0.66008 0.17177 -0.254
C 1.41826 -0.00176 0.66062 -0.381
C 1.29832 1.25820 1.50750 -0.023
O 2.09040 0.33749 -0.56942 -0.044
N -0.47652 0.34553 -0.84714 0.223
H -0.41838 -1.64035 1.92251 0.109
H -1.00576 0.01189 1.92747 0.085
H -1.82731 -1.34501 1.06370 0.096
H 0.38394 -1.53075 -0.40540 0.155
H 1.94851 -0.80349 1.17545 0.157
H 0.90140 1.05211 2.50584 0.090
H 2.27175 1.72229 1.53141 0.094
H 0.49616 1.93509 1.18744 0.089
H 3.04302 0.29899 -0.36501 0.123
H 0.06941 1.19895 -0.78705 0.144
H -0.51406 0.00079 -1.80503 0.128
H -1.46414 0.51059 -0.70335 0.148
H -2.07278 -1.22871 -3.39820 0.065
H -3.13997 -0.20199 -3.13860 0.059
O -2.22880 -0.40006 -2.93245 -0.034
```

R) C4H14NO2 | wB97M-V/def2-TZVPD

LUMO level in Ha: -0.1229
Charge: +1
HOMO energy in eV: -13.957

```
21
Properties=species:S:1:pos:R:3:lowdin_charge:R:1
C 0.54978 -0.28812 -1.13833 -0.100
C -0.26020 -1.23704 -0.26444 -0.139
C -0.38333 -0.53892 1.15998 -0.199
C 0.95720 -0.35927 1.75858 -0.261
O 1.69339 -1.63543 1.80903 -0.067
N 0.32037 1.30368 -1.13645 0.168
H 1.59346 -0.44853 -0.91764 0.120
H 0.32091 -0.51801 -2.18014 0.125
H 0.26875 -2.13575 -0.07503 0.105
H -1.23113 -1.51563 -0.60045 0.106
H -0.67095 0.45223 0.95716 0.065
H -1.25653 -1.01003 1.68188 0.142
H 0.95519 0.14426 2.82535 0.155
H 1.42802 0.61719 1.15931 0.139
H 2.12043 -1.65073 2.70055 0.112
H 0.97841 1.73966 -0.55483 0.105
H 0.35033 1.82045 -2.07841 0.194
H -0.73508 1.42371 -0.94982 0.127
H -3.10488 1.67358 -1.19515 0.039
H -2.78509 2.74828 -2.16250 0.118
O -2.40028 1.89463 -1.77776 -0.054
```

Which of them is the most stable? Correct choice: Q).